{
  "formula": "C34H91ClFeN8O10",
  "method": "wB97M-V/def2-TZVPD",
  "s2": 6.01,
  "lumo_energy_ev": [0.58, 0.58],
  "homo_energy_ev": [-8.638, -7.972],
  "multiplicity": 5,
  "elements": ["Fe", "C", "C", "O", "O", "H", "H", "H", "Cl", "C", "C", "C", "O", "C", "N", "H", "H", "H", "H", "H", "H", "H", "H", "H", "H", "H", "C", "C", "C", "O", "C", "N", "H", "H", "H", "H", "H", "H", "H", "H", "H", "H", "H", "C", "C", "C", "O", "C", "N", "H", "H", "H", "H", "H", "H", "H", "H", "H", "H", "H", "C", "C", "C", "O", "C", "N", "H", "H", "H", "H", "H", "H", "H", "H", "H", "H", "H", "C", "C", "C", "O", "C", "N", "H", "H", "H", "H", "H", "H", "H", "H", "H", "H", "H", "C", "C", "C", "O", "C", "N", "H", "H", "H", "H", "H", "H", "H", "H", "H", "H", "H", "C", "C", "C", "O", "C", "N", "H", "H", "H", "H", "H", "H", "H", "H", "H", "H", "H", "C", "C", "C", "O", "C", "N", "H", "H", "H", "H", "H", "H", "H", "H", "H", "H", "H"],
  "xyz": [[-2.93690, -1.45709, -0.81571], [-6.50661, -0.15150, -2.26562], [-5.09076, -0.55238, -1.80633], [-4.69090, -1.76465, -1.92429], [-4.24898, 0.32252, -1.44375], [-6.80168, 0.74811, -1.71695], [-7.22242, -0.95295, -2.11661], [-6.43466, -0.04663, -3.33829], [-1.27263, -0.58656, 0.60993], [-4.07937, 6.65102, -0.23868], [-3.05329, 6.37880, 0.81915], [-2.26583, 5.04859, 0.49569], [-3.12674, 4.00006, 0.21798], [-2.54449, 2.73574, 0.23150], [-2.15143, 7.51686, 0.92564], [-4.71452, 5.80148, -0.34119], [-3.55931, 6.87750, -1.18898], [-4.63810, 7.51009, 0.09664], [-3.62038, 6.23234, 1.73846], [-1.65259, 4.73124, 1.35720], [-1.62855, 5.27261, -0.39364], [-3.26477, 1.93395, 0.13590], [-1.96278, 2.38922, 1.10003], [-1.91687, 2.60022, -0.68773], [-1.51357, 7.52704, 1.67659], [-1.69738, 7.70870, 0.03425], [0.80593, 1.20107, -3.63359], [-0.49748, 1.94567, -3.18222], [-0.32018, 3.48355, -3.21071], [0.14399, 3.84838, -4.50943], [0.13709, 5.24043, -4.72661], [-1.60002, 1.44153, -3.97628], [1.71573, 1.52334, -3.10786], [0.87864, 1.39997, -4.69737], [0.64935, 0.14469, -3.43133], [-0.61437, 1.59571, -2.15751], [0.38142, 3.78822, -2.42315], [-1.30920, 3.91111, -2.99404], [0.55925, 5.45237, -5.72291], [0.65378, 5.87022, -3.98391], [-0.91550, 5.58568, -4.73395], [-1.52023, 1.84860, -4.89057], [-2.49784, 1.79608, -3.66213], [-0.98319, -1.05884, 4.65876], [0.48310, -1.10427, 5.14836], [1.42720, -0.56462, 4.08140], [2.78320, -0.56560, 4.56133], [3.56279, 0.47381, 3.97133], [0.58981, -0.40945, 6.45519], [-1.38812, -0.05072, 4.55920], [-1.55458, -1.55493, 5.44111], [-1.08611, -1.56962, 3.71475], [0.78003, -2.14183, 5.34499], [1.19209, 0.49905, 3.77945], [1.40250, -1.18726, 3.14928], [3.54062, 0.56767, 2.89271], [4.61033, 0.34904, 4.24541], [3.30147, 1.46159, 4.37175], [1.51550, -0.58819, 6.78268], [0.23432, 0.53328, 6.41840], [-3.66535, -5.47855, 1.06555], [-3.85606, -4.09670, 0.43555], [-3.98730, -3.09367, 1.55855], [-4.19495, -1.80404, 1.00071], [-4.35926, -0.75274, 1.97019], [-2.73237, -3.71772, -0.45040], [-4.53008, -5.72875, 1.67095], [-2.73999, -5.48598, 1.66734], [-3.55745, -6.25653, 0.32482], [-4.77869, -4.00042, -0.12793], [-3.09797, -3.14462, 2.18091], [-4.88572, -3.40657, 2.12584], [-3.43720, -0.67249, 2.58091], [-5.21352, -0.97469, 2.62846], [-4.54162, 0.13323, 1.37478], [-1.85414, -3.80566, 0.06091], [-2.67448, -4.32577, -1.22888], [-2.81157, -2.33869, -4.50424], [-1.68120, -2.60217, -3.61168], [-0.36134, -2.70036, -4.43648], [0.71592, -3.09992, -3.58794], [1.98535, -3.06586, -4.16978], [-1.54167, -1.49269, -2.56277], [-2.87910, -3.17226, -5.18336], [-2.72204, -1.42541, -5.11740], [-3.75400, -2.33714, -3.96881], [-1.71822, -3.56644, -3.12837], [-0.11755, -1.78062, -5.02339], [-0.48026, -3.51480, -5.14138], [2.14785, -2.02473, -4.52457], [2.06768, -3.75265, -5.02532], [2.68386, -3.32059, -3.40001], [-0.60645, -1.65697, -2.17803], [-1.39177, -0.68804, -3.17146], [5.43210, -2.41469, 1.69785], [4.69853, -2.53718, 0.40872], [5.03270, -1.52126, -0.66212], [4.51033, -0.23203, -0.34788], [3.10886, -0.06848, -0.58047], [4.86978, -3.89298, -0.12409], [5.21301, -1.45330, 2.19079], [6.51001, -2.47164, 1.51991], [5.16766, -3.21583, 2.37970], [3.61955, -2.47370, 0.63131], [4.66216, -1.89662, -1.61565], [6.11663, -1.38226, -0.77878], [2.86759, 0.99410, -0.50076], [2.54551, -0.65922, 0.14229], [2.83491, -0.38285, -1.60849], [4.27225, -4.04078, -0.94595], [5.77236, -4.26328, -0.36682], [3.53979, 4.68170, -1.17081], [3.19519, 4.92579, 0.27466], [2.64533, 3.74579, 1.02552], [1.61694, 3.04613, 0.30809], [0.96324, 2.12821, 1.12425], [4.30385, 5.56783, 1.04033], [2.61784, 4.27197, -1.55931], [4.31234, 3.94377, -1.31749], [3.79858, 5.58038, -1.76067], [2.33127, 5.60604, 0.31386], [2.25747, 4.07107, 2.01253], [3.47906, 3.07512, 1.20363], [1.66702, 1.35531, 1.47645], [0.22569, 1.56095, 0.56601], [0.49328, 2.55670, 2.03174], [5.10586, 4.95147, 1.10861], [4.53029, 6.45638, 0.58324], [1.02261, -3.91088, -0.10056], [0.80072, -4.25474, 1.35901], [1.97311, -3.88370, 2.18761], [1.76277, -4.27090, 3.53833], [2.92504, -3.95946, 4.34930], [-0.43475, -3.62990, 1.85322], [0.23153, -4.25169, -0.77038], [1.92967, -4.41420, -0.39673], [1.15649, -2.81772, -0.18370], [0.68483, -5.33328, 1.51858], [2.04715, -2.78390, 2.17643], [2.91253, -4.35074, 1.81167], [2.67689, -4.21601, 5.39751], [3.29410, -2.93655, 4.26284], [3.73223, -4.68657, 4.10763], [-0.42287, -2.67280, 1.52058], [-0.50409, -3.72863, 2.87147]],
  "forces_ev_per_angstrom": [[0.14, -0.12, -0.43], [0.98, -0.48, 0.91], [0.84, 0.13, -0.70], [-0.82, 0.18, 0.31], [-0.96, -0.41, 0.26], [-0.02, -0.07, -0.53], [0.02, -0.15, 0.29], [-0.06, 0.57, -0.32], [0.14, -0.01, -0.05], [0.82, 0.56, -0.39], [0.97, -1.27, -0.02], [0.22, 1.01, 0.26], [-1.19, -0.35, 0.40], [0.92, -1.38, -1.32], [-1.10, 0.22, -1.08], [-0.52, -0.56, -0.31], [-0.44, -0.09, 0.20], [-0.35, 0.36, -0.23], [0.34, 0.06, 0.35], [0.25, 0.51, -0.21], [0.01, -0.17, 0.45], [-0.78, 0.30, -0.17], [0.10, 0.99, 0.15], [-0.04, 0.15, 0.72], [0.76, -0.28, 0.77], [0.00, -0.08, 0.42], [-0.92, 0.76, 0.13], [1.65, -0.17, 0.48], [-0.17, -1.02, -0.08], [0.23, 0.13, 0.59], [-0.88, 0.52, -0.51], [-0.35, 0.01, -0.14], [-0.36, 0.13, -0.16], [0.48, -0.27, -0.23], [0.14, -0.17, -0.20], [-0.46, 0.41, 0.27], [0.02, 0.09, -0.13], [0.09, 0.30, -0.11], [-0.07, -0.25, 0.44], [0.17, -0.58, 0.05], [0.29, 0.05, -0.04], [0.25, 0.00, -0.72], [0.00, -0.15, 0.51], [0.74, -0.27, 0.84], [-0.44, 0.77, 0.24], [0.60, 0.78, -0.85], [0.06, 0.42, -0.53], [0.34, 0.32, 0.90], [-0.89, -1.44, -1.24], [0.28, 0.15, -0.06], [-0.28, -0.12, -0.16], [-0.16, -0.17, -0.36], [-0.18, 0.04, -0.14], [-0.20, -0.94, 0.37], [-0.28, 0.45, 0.63], [-0.39, -0.47, -0.47], [-0.04, -0.41, 0.11], [-0.37, -0.08, 0.04], [0.49, 0.88, 0.48], [0.63, 0.20, 0.13], [0.24, 0.32, -0.02], [0.54, -0.16, 0.11], [-0.65, -0.12, -0.15], [-0.09, 0.09, 0.39], [0.38, -0.74, 0.14], [-0.20, 1.12, 1.00], [-0.03, -0.11, 0.28], [-0.43, 0.06, -0.07], [-0.02, -0.19, -0.40], [-0.08, -0.30, -0.37], [0.19, 0.31, 0.28], [0.40, 0.33, 0.10], [-0.45, 0.17, -0.36], [0.14, 0.05, -0.24], [0.06, 0.26, 0.17], [-0.03, -0.06, 0.28], [-0.11, -0.64, -0.92], [-1.25, -0.01, -0.95], [2.64, 1.35, 0.76], [0.16, -0.22, 0.12], [-1.04, 0.25, 0.71], [-0.61, 1.05, -0.95], [0.62, -1.45, -1.21], [-0.08, -0.35, -0.57], [0.12, -0.21, 0.47], [-0.10, 0.30, 0.19], [-0.46, -0.25, 0.44], [-0.18, -0.30, 0.59], [-0.27, -0.16, -0.59], [0.41, -0.51, 0.03], [0.05, 0.04, 0.14], [0.52, -0.15, 0.33], [-0.21, 0.08, 0.31], [-0.48, 0.66, 0.32], [0.59, 0.79, 0.60], [-0.46, -1.16, -0.73], [-0.01, 0.95, 0.50], [-0.09, 0.20, -0.40], [0.55, -0.32, -0.47], [-1.30, -0.77, -0.53], [0.13, -0.28, -0.20], [0.04, 0.05, 0.08], [-0.13, -0.12, 0.05], [0.31, 0.14, -0.20], [-0.29, 0.14, -0.26], [-0.14, -0.11, 0.16], [0.10, -0.15, 0.19], [-0.33, 0.10, 0.01], [0.12, -0.04, 0.36], [0.32, 0.10, 0.51], [0.55, 0.54, 0.25], [-0.75, -0.08, -0.40], [0.07, 1.71, 0.33], [-0.02, -0.79, 0.41], [0.55, 1.22, -0.08], [0.11, -1.14, 0.82], [-1.17, -0.10, -0.05], [-0.16, -0.22, -0.76], [0.42, -0.31, 0.11], [-0.13, -0.25, 0.57], [0.39, 0.42, -0.27], [0.19, -0.04, -0.44], [0.26, -0.66, 0.26], [0.05, 0.17, 0.12], [-0.19, 0.34, -0.24], [0.12, 0.18, -0.44], [0.07, 0.24, -0.27], [0.23, -0.67, 0.31], [0.11, 0.22, 0.39], [-1.21, -0.89, 0.41], [1.18, 0.48, 0.64], [0.75, 0.48, 0.48], [-0.28, -1.70, 0.18], [0.13, -0.60, -0.36], [-0.08, 0.14, 0.16], [0.43, -0.02, -0.38], [-0.10, -0.34, -0.23], [-0.07, -0.12, -0.40], [0.40, -0.05, -0.21], [-0.41, 0.32, 0.06], [-0.17, 0.49, -0.52], [-0.30, 0.06, -0.11], [-0.21, 0.54, -0.20], [-0.31, 0.42, 0.59], [0.15, 0.42, -0.55]]
}